C5H6O as an isolated structure, computed with ωB97M-V with the def2-TZVPD basis set.

Last column: natural (NBO) charge in e.
Cartesian coordinates (Å):
O -1.511 -1.653 0.784  -0.45
C -0.886 1.123 -0.310  -0.55
H -1.506 1.866 0.202  0.20
H 1.019 -2.056 0.173  0.22
C 1.029 0.016 0.257  -0.28
C 0.497 -1.209 -0.271  -0.59
C -0.673 -0.920 0.449  0.73
H 2.085 0.025 0.446  0.21
H 0.221 -1.535 -1.259  0.24
H 0.608 2.106 0.641  0.21
C 0.362 1.154 0.200  -0.16
H -1.245 1.083 -1.312  0.22

For the LUMO energy (alpha / beta), the calculation gives 0.1 / 0.1 eV. The calculation puts the largest force on an atom at 7.22 eV/Å. The total energy comes out at -269.169570 Eh. Its HOMO-LUMO gap (alpha / beta) is 7.985 / 7.984 eV.